1.
{"formula": "C13H7BMnNO7", "method": "ωB97M-V/def2-TZVPD", "species": ["Mn", "O", "C", "C", "C", "N", "C", "C", "C", "O", "O", "C", "O", "O", "H", "H", "H", "O", "B", "O", "C", "C", "C", "C", "C", "C", "H", "H", "H", "H"], "xyz": [[0.0262, 0.5859, 0.2296], [0.0325, 6.5421, 0.0360], [0.0215, 5.1704, -0.0674], [-1.1780, 4.4525, -0.0656], [-1.1429, 3.0853, -0.2066], [0.0348, 2.4098, -0.4079], [1.2063, 3.0955, -0.1960], [1.2326, 4.4614, -0.0519], [2.3213, 2.1445, 0.0959], [3.5099, 2.4285, 0.0240], [1.8330, 0.9841, 0.4649], [-2.2605, 2.1496, 0.0941], [-3.4438, 2.4634, 0.0271], [-1.7974, 0.9793, 0.4633], [-0.8798, 6.8574, 0.0076], [-2.1255, 4.9496, 0.0978], [2.1735, 4.9608, 0.1140], [0.1815, -2.3503, -1.2737], [0.0411, -1.4465, -0.2065], [-0.1164, -2.2285, 0.9719], [-0.0650, -3.5303, 0.6158], [-0.1563, -4.6839, 1.3724], [-0.0598, -5.8955, 0.7001], [0.1262, -5.9574, -0.6721], [0.2229, -4.8046, -1.4375], [0.1208, -3.5994, -0.7750], [-0.3012, -4.6517, 2.4410], [-0.1267, -6.8162, 1.2624], [0.2017, -6.9222, -1.1515], [0.3683, -4.8349, -2.5056]], "lowdin_spin": [4.28, 0.03, 0.07, -0.02, 0.08, 0.06, 0.08, -0.02, 0.04, 0.06, 0.07, 0.04, 0.06, 0.07, 0.00, 0.00, 0.00, 0.01, 0.07, 0.02, 0.00, 0.00, 0.00, 0.00, 0.00, 0.00, 0.00, 0.00, 0.00, 0.00], "de_lowest_ev": 1.3707, "lumo_energy_ev": [2.57, 2.56], "charge": -1, "homo_energy_ev": [-2.93, -5.83], "multiplicity": 6}

---

2.
{"formula": "C44H38As2ClN5O8Ti", "method": "ωB97M-V/def2-TZVPD", "species": ["Ti", "O", "Cl", "O", "O", "O", "O", "C", "O", "C", "C", "C", "N", "C", "C", "C", "O", "O", "H", "H", "H", "N", "C", "C", "C", "N", "C", "N", "C", "As", "C", "C", "C", "C", "C", "C", "C", "C", "H", "H", "H", "H", "H", "H", "H", "H", "H", "H", "H", "H", "H", "N", "C", "C", "C", "C", "C", "C", "H", "H", "H", "H", "H", "H", "H", "C", "C", "C", "C", "C", "C", "As", "C", "C", "C", "C", "C", "C", "C", "C", "C", "C", "C", "C", "H", "H", "H", "H", "H", "H", "H", "H", "H", "H", "H", "H", "H", "H", "H"], "xyz": [[-0.5923, -1.1391, 0.5415], [-1.8032, -3.8685, -2.4283], [-1.9120, -2.5767, -1.7820], [-3.2819, -2.2495, -1.4535], [-1.1413, 0.1908, -0.4476], [-1.1970, -2.7945, -0.3774], [-5.9946, -3.1255, 4.5912], [-4.8243, -3.5348, 4.6930], [-4.3162, -4.3882, 5.4385], [-3.8261, -2.8664, 3.7056], [-4.2657, -1.9155, 2.7877], [-3.3661, -1.3228, 1.9281], [-2.0579, -1.6086, 1.9730], [-1.6266, -2.5628, 2.8280], [-2.4735, -3.2073, 3.6977], [-0.1469, -2.8969, 2.7212], [0.3585, -3.7855, 3.3645], [0.4774, -2.1298, 1.8648], [-5.3174, -1.6677, 2.7654], [-3.6757, -0.6057, 1.1782], [-2.1032, -3.9681, 4.3693], [1.8089, 1.2910, -1.8891], [2.3413, 1.9002, -2.7198], [2.9424, 2.6461, -3.7333], [4.3010, 2.4706, -4.0341], [5.4212, 2.3299, -4.2889], [2.1630, 3.5510, -4.4645], [1.5035, 4.2971, -5.0574], [3.3197, -1.1272, -0.6074], [1.5208, -1.6574, -1.0882], [1.3157, -1.4744, -3.0112], [1.7007, -3.6193, -0.9465], [2.9486, -4.1604, -1.5637], [4.0801, -4.4016, -0.7865], [5.2537, -4.8668, -1.3581], [5.3195, -5.1046, -2.7230], [4.1966, -4.8827, -3.5065], [3.0245, -4.4183, -2.9323], [4.0101, -1.3730, -1.4136], [3.5952, -1.6824, 0.2895], [3.3360, -0.0576, -0.4133], [2.2937, -1.4903, -3.4908], [0.8221, -0.5316, -3.2270], [0.7142, -2.3103, -3.3702], [0.8063, -4.0449, -1.4024], [1.6600, -3.8363, 0.1225], [4.0338, -4.2227, 0.2814], [6.1208, -5.0429, -0.7337], [6.2371, -5.4622, -3.1721], [4.2329, -5.0715, -4.5723], [2.1502, -4.2575, -3.5510], [0.5433, 0.4483, 1.7014], [0.0748, 0.7395, 3.0086], [-0.5939, 1.9499, 3.2218], [-1.1182, 2.2580, 4.4678], [-0.9781, 1.3783, 5.5315], [-0.2758, 0.1967, 5.3417], [0.2573, -0.1174, 4.1019], [1.3835, -0.1175, 1.8013], [0.9924, 1.6305, 1.2137], [-0.6774, 2.6470, 2.4033], [-1.6420, 3.1973, 4.6042], [-1.4007, 1.6150, 6.5002], [-0.1402, -0.4944, 6.1652], [0.8381, -1.0197, 3.9860], [-5.1186, 3.3028, 1.2318], [-4.7692, 3.7976, -0.0164], [-3.5984, 3.3776, -0.6299], [-2.7594, 2.4623, 0.0006], [-3.1076, 1.9924, 1.2586], [-4.2841, 2.3983, 1.8701], [-1.0409, 1.9897, -0.8339], [1.7329, 2.8242, 1.1433], [1.8494, 3.8862, 0.2406], [2.9659, 4.7157, 0.1878], [4.0278, 4.5148, 1.0573], [3.9493, 3.4859, 1.9823], [2.8210, 2.6706, 2.0146], [-1.7614, 1.7811, -2.6300], [-2.7484, 0.8503, -2.9472], [-3.1712, 0.7174, -4.2589], [-2.6175, 1.5134, -5.2575], [-1.6332, 2.4378, -4.9480], [-1.2009, 2.5643, -3.6328], [-6.0383, 3.6222, 1.7060], [-5.4162, 4.5051, -0.5210], [-3.3480, 3.7540, -1.6160], [-2.4530, 1.3141, 1.7825], [-4.5395, 2.0093, 2.8485], [1.0523, 4.0768, -0.4752], [3.0129, 5.5117, -0.5500], [4.9093, 5.1438, 1.0039], [4.7725, 3.3090, 2.6700], [2.7985, 1.8711, 2.7571], [-3.1759, 0.2241, -2.1741], [-3.9323, -0.0136, -4.5048], [-2.9497, 1.3997, -6.2827], [-1.1725, 3.0459, -5.7163], [-0.4062, 3.2660, -3.4045]], "mulliken_charge": [0.08, -0.70, 1.21, -0.57, 0.75, -0.55, -0.74, 0.40, -0.73, 0.20, -1.33, -0.22, 0.80, 1.06, -1.00, -0.22, -0.75, -0.49, 0.54, 0.69, 0.65, 0.03, 0.21, 0.03, 0.02, -0.64, 0.14, -0.62, -1.59, 1.72, -1.36, -1.25, 0.23, -0.18, -0.72, -0.41, -0.72, -0.13, 0.47, 0.41, 0.39, 0.44, 0.21, 0.40, 0.59, 0.52, 0.41, 0.37, 0.37, 0.37, 0.31, 0.54, -0.20, 0.14, -0.75, -0.74, -0.60, -0.65, 0.35, -1.33, 0.63, 0.42, 0.37, 0.44, 0.51, -0.65, -0.70, -0.73, -0.02, -0.20, -1.20, 0.99, 1.53, -0.20, -0.67, -0.41, -0.68, -0.63, 0.12, -0.40, -0.70, -0.49, -0.62, -0.70, 0.37, 0.41, 0.44, 0.66, 0.51, 0.23, 0.41, 0.34, 0.37, 0.13, 0.48, 0.42, 0.35, 0.48, 0.48], "de_lowest_ev": 3.1621, "lumo_energy_ev": 2.96, "charge": -2, "homo_energy_ev": -3.46}

---

3.
{"formula": "C44H64N7NaO6S2Sb", "method": "ωB97M-V/def2-TZVPD", "species": ["Na", "C", "C", "N", "C", "S", "N", "N", "C", "C", "C", "C", "C", "C", "C", "N", "H", "H", "H", "H", "H", "H", "H", "H", "H", "H", "H", "H", "H", "C", "C", "N", "C", "C", "C", "C", "C", "C", "C", "C", "C", "N", "C", "H", "H", "H", "H", "H", "H", "H", "H", "O", "H", "H", "O", "H", "H", "C", "C", "C", "C", "C", "C", "C", "S", "O", "O", "N", "C", "C", "C", "O", "O", "H", "H", "H", "H", "H", "H", "H", "H", "H", "H", "H", "H", "C", "C", "C", "C", "Sb", "C", "C", "C", "C", "C", "C", "C", "C", "H", "H", "H", "H", "H", "H", "H", "H", "H", "H", "H", "H", "H", "H", "H", "H", "H", "H", "H", "H", "H", "H", "H", "H", "H", "H", "H"], "xyz": [[-0.6636, 0.8202, 1.8841], [-3.5999, -3.6260, 5.9774], [-2.1353, -3.0824, 5.9550], [-2.0614, -1.6330, 5.7520], [-1.9554, -0.9735, 4.5891], [-1.2414, 0.5992, 4.6164], [-2.4320, -1.6496, 3.5528], [-2.3979, -1.0220, 2.3196], [-2.8701, -1.6506, 1.3162], [-3.4941, -3.0525, 1.3845], [-2.9850, -0.9476, 0.0277], [-3.9720, -1.3828, -0.8671], [-4.0835, -0.7061, -2.0701], [-3.2211, 0.3265, -2.3068], [-2.3118, 0.6936, -1.3571], [-2.2078, 0.0732, -0.1911], [-3.6084, -4.6699, 6.0776], [-4.1893, -3.2478, 6.7823], [-4.1381, -3.3399, 5.0392], [-1.6567, -3.2495, 6.8916], [-1.6329, -3.6000, 5.1494], [-1.5311, -1.1378, 6.4642], [-4.6052, -3.0493, 1.4879], [-3.1453, -3.5416, 0.5320], [-3.1632, -3.6107, 2.1913], [-4.5601, -2.2487, -0.5942], [-4.9417, -0.8372, -2.8123], [-3.2961, 0.9306, -3.1931], [-1.6485, 1.6271, -1.5007], [2.2724, -3.3005, 1.7797], [1.3097, -2.3921, 2.3000], [1.3991, -1.1100, 2.1638], [2.4889, -0.6052, 1.5606], [3.5180, -1.4239, 1.0474], [3.3842, -2.8002, 1.1828], [4.5831, -0.8399, 0.3089], [4.7640, 0.4786, 0.2505], [3.7605, 1.3529, 0.8143], [3.7591, 2.7856, 0.6533], [2.6965, 3.5253, 1.0869], [1.6658, 2.8418, 1.7814], [1.6339, 1.5592, 1.9155], [2.6356, 0.8157, 1.4835], [2.0392, -4.3841, 1.9797], [0.4199, -2.9223, 2.7583], [4.1167, -3.4723, 0.7189], [5.2540, -1.4450, -0.3184], [5.6322, 0.9007, -0.2942], [4.6504, 3.0889, 0.0807], [2.6675, 4.6280, 1.0582], [0.8465, 3.4591, 2.1781], [1.2251, 1.3128, -1.7752], [0.6257, 2.0740, -1.4959], [0.7487, 0.5251, -1.5651], [-0.3709, 5.1480, -3.3389], [0.3311, 4.8312, -3.9137], [-0.2986, 4.7503, -2.4891], [3.0980, 3.8720, 4.8544], [1.7079, 4.3846, 4.6191], [1.4311, 5.5954, 3.9525], [0.0967, 6.0094, 3.6887], [-0.9764, 5.1531, 4.0630], [-0.7051, 3.9951, 4.7491], [0.6214, 3.5685, 4.9011], [-2.6092, 5.5329, 3.6154], [-2.5242, 6.8707, 3.0983], [-3.3656, 5.2375, 4.7920], [-3.0765, 4.6385, 2.3727], [-2.8636, 5.1295, 0.9833], [-1.4712, 5.1954, 0.3825], [-0.8862, 3.7667, 0.0974], [-0.0894, 3.6266, -0.8703], [-1.1085, 2.8628, 0.9740], [3.6224, 3.6708, 3.9244], [2.9729, 2.8913, 5.3555], [3.7511, 4.5116, 5.4504], [2.2200, 6.2474, 3.6533], [-0.1455, 6.9154, 3.1401], [-1.5328, 3.3160, 4.9449], [0.8285, 2.6187, 5.3769], [-3.2135, 3.6609, 2.6199], [-3.3919, 6.1047, 0.9443], [-3.5524, 4.5538, 0.4002], [-0.7979, 5.7308, 1.0385], [-1.5814, 5.6755, -0.6139], [0.1290, -2.8219, -6.1923], [-0.5488, -1.9287, -5.2051], [-0.6441, -0.4821, -5.6918], [-2.0326, -2.2883, -5.0896], [0.3933, -1.8022, -3.2559], [2.5496, -1.7035, -3.8520], [2.6517, -0.4820, -4.7983], [3.1499, -2.9715, -4.4076], [3.2450, -1.2297, -2.5921], [0.1712, -3.8760, -2.5161], [1.1370, -4.0144, -1.3775], [0.2974, -5.0140, -3.5141], [-1.2136, -3.9676, -1.8313], [-0.3973, -2.7959, -7.1310], [0.1067, -3.9342, -6.0204], [1.1079, -2.5457, -6.3778], [-1.3827, -0.3989, -6.5412], [0.2600, 0.0107, -5.9997], [-0.9774, 0.2113, -4.8693], [-2.6189, -2.1280, -5.9809], [-2.4972, -1.7364, -4.2344], [-2.2171, -3.3484, -4.8766], [2.0770, -0.6113, -5.7138], [3.7171, -0.2953, -5.1224], [2.2206, 0.4107, -4.3290], [2.6650, -3.2780, -5.2444], [3.1231, -3.8137, -3.7223], [4.2085, -2.8191, -4.7246], [2.8029, -0.3682, -2.1421], [4.3106, -1.2057, -2.8538], [3.2176, -2.0069, -1.8345], [2.2475, -3.9125, -1.6995], [1.0482, -4.9932, -0.9613], [0.9259, -3.3168, -0.6116], [1.1849, -5.0848, -4.0736], [-0.4485, -4.9564, -4.3083], [0.1937, -6.0048, -3.0506], [-1.3456, -3.0580, -1.1550], [-1.1773, -4.8258, -1.1235], [-2.1087, -4.1426, -2.4923]], "mulliken_charge": [0.90, -1.21, -0.25, -0.17, -0.10, -0.43, -0.56, 0.24, 0.68, -1.79, -0.01, -0.66, -0.63, -0.58, -0.24, 0.93, 0.39, 0.37, 0.22, 0.46, 0.09, 0.24, 0.22, 0.52, 0.43, 0.45, 0.29, 0.47, -0.18, -0.70, -0.02, -0.09, 0.02, 1.37, -0.46, -0.69, -0.91, 1.89, -1.02, -1.04, -0.34, 0.62, -1.25, 0.33, 0.12, 0.39, 0.20, 0.28, 0.29, 0.45, 0.50, -0.59, 0.20, -0.09, -0.70, 0.29, 0.39, -1.38, 0.84, -0.44, -0.70, 0.35, -1.03, -0.57, 1.29, -0.73, -0.77, -0.03, -1.34, 0.09, 0.05, -0.63, -0.31, 0.19, 0.33, 0.40, 0.46, 0.54, 0.57, 0.34, 0.29, 0.36, 0.55, 0.00, 0.36, -1.97, 1.74, -1.64, -1.92, 1.45, 2.50, -1.85, -1.96, -2.12, 2.44, -2.21, -1.95, -2.00, 0.58, 0.18, 0.38, 0.40, 0.37, 0.16, 0.60, 0.31, 0.26, 0.49, 0.38, 0.29, 0.48, 0.28, 0.42, 0.13, 0.63, 0.13, 0.09, 0.70, 0.44, 0.36, 0.36, 0.42, 0.19, 0.51, 0.33], "lumo_energy_ev": 1.94, "charge": -1, "homo_energy_ev": -4.68}